[1]
Below is a molecular structure, C33H67N3O13S, with properties calculated with wB97M-V/def2-TZVPD.

XYZ file:
```
117
Properties=species:S:1:pos:R:3:forces:R:3:mulliken_charge:R:1
N 8.27730 -1.09486 1.73920 -0.09 0.03 -0.01 -0.597
C 7.61032 -0.00117 2.43346 0.11 -0.06 0.09 -1.216
C 6.12302 -0.20099 2.72689 -0.03 -0.13 -0.03 0.390
O 5.66518 0.73761 3.68598 0.03 0.01 0.01 -0.544
C 5.26934 -0.18842 1.43855 -0.03 -0.12 0.03 -1.528
C 4.23814 -1.27882 1.39251 0.15 0.33 0.13 0.889
C 4.47452 -2.48761 0.82327 -0.05 -0.18 0.04 -0.391
C 3.50849 -3.54639 0.85246 0.47 -0.05 -0.23 -0.934
C 2.30003 -3.39625 1.43946 -0.25 -0.18 0.10 -0.539
C 2.00467 -2.14504 2.03221 0.06 0.22 0.16 0.324
N 0.87064 -1.79338 2.64969 -0.14 -0.22 -0.11 -0.546
S 1.05309 -0.27982 3.11855 0.23 0.22 0.07 0.302
N 2.54223 0.02765 2.61360 -0.10 -0.07 -0.13 -0.557
C 2.97139 -1.09101 2.01203 -0.20 -0.04 0.15 0.666
H 8.16538 -1.96097 2.25300 0.02 -0.01 -0.05 0.274
H 7.90260 -1.23517 0.80921 0.01 -0.02 0.01 0.282
H 7.74939 0.91274 1.84652 0.01 0.03 0.05 0.425
H 8.11015 0.13882 3.39472 -0.01 0.09 -0.05 0.391
H 6.01059 -1.17598 3.21334 0.00 0.06 0.01 0.268
H 5.79598 1.62727 3.33737 -0.05 -0.04 0.00 0.377
H 5.92194 -0.30156 0.56914 -0.04 0.10 -0.01 0.536
H 4.76173 0.77618 1.38315 0.11 0.06 -0.11 0.413
H 5.44329 -2.63705 0.35732 -0.11 -0.19 -0.08 0.407
H 3.75519 -4.49330 0.38565 0.04 0.06 0.01 0.399
H 1.57577 -4.19844 1.46653 -0.03 0.03 0.00 0.499
C -1.20834 0.28408 5.93898 -0.03 -0.09 0.08 -0.853
O -0.77970 0.18073 7.27568 0.03 0.27 0.04 -0.375
C 0.62003 0.01820 7.41962 -0.03 -0.16 -0.06 -0.322
C 1.14452 0.73955 8.63863 0.04 -0.11 0.09 -0.467
O 1.16983 2.14941 8.51991 0.12 0.06 -0.02 -0.419
C -0.04647 2.86044 8.64963 -0.10 0.07 -0.09 -0.300
C -0.55017 2.99324 10.06762 -0.12 0.07 0.10 -0.577
O -1.06505 1.76919 10.55587 0.21 -0.14 -0.09 -0.288
C -0.87562 1.57419 11.93739 -0.10 0.04 0.01 -0.761
H -1.16172 -0.68566 5.42790 0.03 0.04 -0.06 0.359
H -2.24154 0.62833 5.94850 -0.02 -0.07 0.00 0.395
H -0.60166 1.00877 5.38392 -0.01 0.00 -0.01 0.330
H 1.14482 0.38878 6.53112 -0.02 0.04 0.00 0.178
H 0.85134 -1.05005 7.53111 0.06 0.00 -0.07 0.393
H 2.19333 0.45252 8.74693 -0.01 -0.02 0.04 0.394
H 0.61177 0.41824 9.53640 -0.10 0.04 -0.07 0.190
H -0.82524 2.45279 8.00089 0.00 -0.09 0.09 0.120
H 0.18798 3.86989 8.30326 -0.04 0.00 -0.03 0.385
H -1.34503 3.75196 10.07608 0.05 0.06 0.05 0.380
H 0.26734 3.34799 10.70623 0.02 -0.03 0.00 0.342
H 0.15913 1.78146 12.23206 0.00 0.00 0.00 0.337
H -1.09825 0.53035 12.15245 -0.04 0.01 0.00 0.235
H -1.54458 2.20653 12.53249 0.02 0.03 0.01 0.322
C 1.32257 -1.39893 -7.03032 -0.11 0.06 -0.01 -0.925
O 0.84371 -1.49936 -5.70767 0.22 -0.08 0.05 -0.233
C 0.20540 -2.72803 -5.41244 -0.13 0.08 -0.07 -0.509
C 0.48017 -3.16390 -3.99265 -0.13 0.01 0.10 -0.417
O 1.79985 -3.61761 -3.75444 0.04 -0.13 -0.02 -0.478
C 2.84040 -2.66048 -3.67141 0.06 0.07 -0.09 -0.471
C 2.83446 -1.83394 -2.40818 -0.06 0.25 0.04 -0.081
O 1.77970 -0.87934 -2.38748 -0.05 -0.27 0.13 -0.381
C 1.24136 -0.72120 -1.08626 0.00 0.14 -0.18 -0.575
H 0.50655 -1.25988 -7.74905 0.00 -0.02 -0.02 0.303
H 1.97741 -0.52967 -7.07274 -0.03 0.02 -0.01 0.227
H 1.89816 -2.28672 -7.31391 0.00 0.00 0.00 0.478
H 0.53297 -3.50980 -6.10695 0.05 0.00 0.01 0.414
H -0.88145 -2.60757 -5.52124 -0.01 -0.07 -0.07 0.334
H -0.15099 -4.03481 -3.79915 -0.02 0.02 0.02 0.412
H 0.19236 -2.37778 -3.29126 0.06 0.06 -0.07 0.103
H 2.87231 -2.01722 -4.55398 -0.10 0.04 0.05 0.097
H 3.75655 -3.25616 -3.65760 0.02 0.03 -0.02 0.430
H 3.80006 -1.31446 -2.33175 0.02 -0.02 0.05 0.409
H 2.73406 -2.49334 -1.54279 0.07 -0.12 -0.02 -0.055
H 1.08553 -1.69633 -0.61613 -0.05 0.01 0.07 0.224
H 0.27788 -0.21927 -1.16869 0.03 0.05 -0.08 0.339
H 1.90286 -0.11964 -0.45240 0.01 -0.02 0.05 0.305
C -3.01412 -2.31898 3.37117 -0.02 0.02 0.03 -0.694
O -3.44181 -1.05047 2.92650 -0.09 -0.06 -0.16 -0.351
C -2.42780 -0.27941 2.31156 0.02 0.01 0.10 0.330
C -2.94631 0.47871 1.11120 0.04 0.16 0.05 -0.768
O -3.20664 -0.32893 -0.02123 0.10 0.00 -0.12 -0.287
C -4.38830 -1.10751 -0.04040 -0.04 -0.13 0.01 -0.371
C -5.65076 -0.32508 -0.31550 -0.17 -0.01 -0.02 -0.569
O -6.03083 0.46047 0.79798 0.25 0.08 0.04 -0.301
C -6.65981 1.67414 0.45912 -0.09 -0.05 0.01 -0.757
H -2.38916 -2.24921 4.26806 0.03 -0.01 -0.02 0.198
H -3.90755 -2.89334 3.61098 0.00 0.01 0.03 0.260
H -2.44987 -2.84424 2.59312 0.01 0.00 0.01 0.357
H -1.59663 -0.91892 1.99491 -0.04 -0.03 0.00 0.027
H -2.04533 0.45662 3.03446 0.09 -0.02 -0.01 0.266
H -2.14314 1.14867 0.79138 -0.03 0.04 0.02 0.382
H -3.80810 1.09328 1.38051 -0.05 -0.12 0.03 0.166
H -4.49423 -1.70532 0.86763 -0.03 0.11 0.06 0.134
H -4.25230 -1.79137 -0.88176 -0.01 -0.04 0.03 0.367
H -6.45108 -1.04188 -0.54637 -0.01 0.02 -0.08 0.401
H -5.49467 0.30796 -1.19688 0.02 0.03 0.01 0.343
H -6.09577 2.21590 -0.30814 0.00 0.00 0.00 0.338
H -6.69873 2.28341 1.36061 -0.03 -0.02 0.01 0.232
H -7.68223 1.51469 0.09773 0.01 0.00 -0.04 0.322
C -1.08233 1.48169 -5.29459 0.03 0.02 0.02 -0.348
O -1.51140 2.37566 -6.30114 -0.08 -0.15 -0.14 -0.362
C -0.49810 2.72013 -7.22482 0.05 0.09 0.12 -0.381
C -1.03429 2.82357 -8.63324 0.03 0.13 -0.03 -0.385
O -1.35517 1.57808 -9.22709 0.08 -0.05 -0.11 -0.426
C -2.55073 0.93160 -8.83406 -0.03 -0.12 0.09 -0.197
C -3.80945 1.52405 -9.42317 -0.17 -0.02 -0.01 -0.689
O -4.13346 2.76464 -8.82565 0.25 0.09 -0.01 -0.284
C -4.75322 3.67996 -9.69747 -0.09 -0.03 0.04 -0.774
H -0.43582 1.97830 -4.56257 0.03 -0.02 0.00 0.349
H -1.97057 1.11126 -4.78479 -0.01 0.05 0.03 0.290
H -0.54092 0.63095 -5.72038 0.01 0.00 0.05 -0.027
H 0.30851 1.97786 -7.20586 -0.02 -0.03 0.00 0.174
H -0.07023 3.69445 -6.94999 0.08 -0.03 0.00 0.387
H -0.22672 3.22301 -9.25196 -0.03 0.04 -0.01 0.394
H -1.87222 3.52260 -8.67934 -0.05 -0.09 0.09 0.166
H -2.63108 0.85575 -7.74718 -0.03 0.12 -0.01 0.146
H -2.46164 -0.07971 -9.23908 -0.01 -0.02 0.05 0.380
H -4.63041 0.81311 -9.25469 -0.01 -0.02 -0.09 0.380
H -3.67691 1.64220 -10.50513 0.02 0.03 0.00 0.345
H -4.20902 3.76071 -10.64502 0.00 0.00 0.00 0.342
H -4.74738 4.65193 -9.20687 -0.03 -0.01 0.02 0.237
H -5.79130 3.39947 -9.91056 0.01 -0.02 -0.03 0.322
```
Forces are in eV/Å.

Values from the calculation:
Molecular weight in g mol⁻¹: 746.0
Spin multiplicity: 1
Highest occupied orbital energy in eV: -8.971
Total charge: 0

[2]
Below is a molecular structure, C33H68InO15, with properties calculated with wB97M-V/def2-TZVPD.

XYZ file:
```
117
Properties=species:S:1:pos:R:3:forces:R:3:mulliken_charge:R:1
C 2.95206 -1.14760 1.35245 0.31 0.57 -0.19 -1.268
C 3.90166 0.04116 1.56502 -0.03 -0.19 -0.10 -0.058
C 3.92332 0.95523 0.33938 0.24 -0.05 0.02 -0.394
O 4.83653 2.00149 0.44327 -0.29 0.02 -0.01 -0.753
In 3.98526 3.87858 0.86157 0.00 0.42 0.24 0.976
C 3.56938 4.10901 3.05097 -0.31 -0.60 -0.24 -1.273
C 2.05400 4.07931 3.33961 0.56 0.27 -0.22 -0.553
C 1.53237 2.64880 3.21695 0.24 0.11 -0.06 0.487
C 0.05201 2.49324 3.34070 -0.15 -0.17 0.54 0.157
O -0.51305 1.85016 4.19979 0.03 0.00 -0.24 -0.638
O -0.61473 3.12838 2.36439 0.06 -0.17 -0.37 -0.179
C -1.91999 2.62648 2.06090 -0.40 0.33 -0.16 -0.566
C -2.27056 3.00703 0.63196 -0.28 -0.35 0.24 -0.733
H 2.05847 -0.77558 0.83956 -0.14 -0.17 0.15 0.309
H 2.66367 -1.60339 2.30021 -0.05 -0.15 -0.08 0.361
H 3.41130 -1.89449 0.70308 -0.14 0.03 0.19 0.354
H 4.92555 -0.31715 1.71482 -0.03 0.06 0.15 0.403
H 3.61643 0.61637 2.45070 0.04 0.05 -0.04 -0.011
H 4.17045 0.30082 -0.52208 0.02 0.08 -0.03 0.287
H 2.89067 1.30475 0.14614 0.00 0.00 0.04 0.173
H 5.07821 5.18385 0.35838 0.08 -0.19 -0.11 -0.417
H 2.40490 3.87932 0.04205 0.05 -0.09 -0.07 -0.427
H 4.01616 3.24782 3.56192 0.22 0.18 0.13 0.333
H 4.02926 5.02487 3.42572 0.02 -0.01 0.02 0.387
H 1.55159 4.71425 2.60281 -0.22 -0.03 0.19 0.276
H 1.85194 4.47029 4.34447 -0.24 -0.04 -0.03 0.385
H 2.00527 2.01329 3.96770 -0.09 0.03 0.00 0.444
H 1.82072 2.27165 2.22781 -0.06 0.02 0.03 -0.441
H -1.94396 1.54161 2.17655 0.20 0.05 0.12 0.366
H -2.65383 3.05411 2.75054 0.11 -0.11 0.11 0.259
H -1.42120 2.85626 -0.03129 -0.01 0.14 0.00 0.285
H -2.66896 4.01952 0.55970 0.28 0.08 -0.06 0.322
H -3.05893 2.33031 0.29447 0.01 0.10 -0.09 0.203
O -2.58587 1.55035 -2.24424 0.03 0.01 0.01 -0.486
C -3.59623 1.28772 -2.83768 -0.08 -0.27 -0.05 0.893
O -4.75825 1.79011 -2.38353 0.03 0.26 0.03 -0.323
C -5.98953 1.69160 -3.11336 -0.16 -0.14 -0.08 -0.486
C -6.69549 0.38206 -2.82999 0.33 0.11 -0.12 -0.810
C -3.60029 0.35815 -4.02959 0.01 0.26 -0.22 -1.324
H -5.82052 1.86415 -4.17706 0.06 -0.02 0.01 0.305
H -6.58866 2.52669 -2.75373 0.05 0.02 0.05 0.378
H -6.09920 -0.46745 -3.16559 -0.04 -0.01 -0.05 0.207
H -7.66109 0.34442 -3.33089 -0.04 0.01 0.04 0.404
H -6.85519 0.27003 -1.76374 -0.07 0.01 0.03 0.201
H -3.66541 -0.66711 -3.66742 -0.01 -0.01 0.01 0.330
H -2.65685 0.48395 -4.55485 0.07 -0.07 0.10 0.367
H -4.40541 0.54120 -4.73598 -0.06 -0.07 0.07 0.375
O -4.29188 5.06308 -6.95781 -0.04 0.00 -0.04 -0.596
C -3.42095 5.18000 -6.13730 -0.03 0.14 0.10 0.713
O -3.30244 4.24332 -5.18356 0.03 -0.21 -0.06 -0.327
C -2.19619 4.19404 -4.26416 0.14 0.06 0.23 -0.213
C -2.42752 5.06597 -3.05034 -0.13 0.11 -0.06 -0.954
C -2.51117 6.38738 -6.10936 0.22 -0.13 -0.16 -0.924
H -1.25947 4.42749 -4.77076 -0.05 0.05 -0.06 0.359
H -2.13378 3.15656 -3.95169 -0.01 -0.03 -0.07 0.073
H -2.50633 6.12087 -3.31879 0.07 0.00 0.00 0.377
H -1.60720 4.94799 -2.34284 0.00 -0.04 0.01 0.356
H -3.35557 4.77635 -2.55670 0.03 -0.06 0.04 0.210
H -3.00762 7.17952 -5.55019 0.00 0.00 0.03 0.254
H -2.36621 6.72069 -7.13353 -0.12 0.04 -0.01 0.308
H -1.53531 6.20235 -5.66969 -0.05 0.03 0.10 0.322
O 3.10170 -4.09787 0.09142 0.09 -0.20 -0.17 -0.523
C 2.34513 -4.94331 0.47478 0.06 -0.11 0.05 0.837
O 1.96843 -4.92043 1.76962 -0.09 0.18 0.06 -0.345
C 0.96861 -5.78353 2.31992 -0.09 -0.17 0.06 -0.497
C 1.57975 -7.08941 2.77945 0.13 0.16 -0.09 -0.557
C 1.86779 -6.06547 -0.41922 -0.27 0.15 -0.07 -1.174
H 0.13527 -5.91091 1.62609 0.07 0.00 -0.05 0.341
H 0.58083 -5.23474 3.17750 0.01 0.04 -0.01 0.345
H 1.99770 -7.65400 1.94379 -0.07 -0.01 -0.03 0.240
H 0.83806 -7.71422 3.27926 0.00 0.03 0.03 0.375
H 2.39203 -6.86141 3.47383 -0.24 -0.25 -0.10 0.041
H 2.60999 -6.86255 -0.39711 0.01 -0.02 0.02 0.281
H 1.80075 -5.67744 -1.43210 0.12 0.00 -0.01 0.333
H 0.89922 -6.47613 -0.14587 0.06 -0.06 0.06 0.372
O -8.81424 -0.91592 -1.14252 -0.24 -0.08 0.08 -0.526
C -8.53986 -1.58355 -0.18400 -0.05 -0.09 -0.01 0.865
O -7.40790 -2.31408 -0.22281 0.11 0.06 -0.03 -0.371
C -6.87487 -2.98841 0.92167 0.04 -0.10 0.11 -0.444
C -7.48451 -4.36138 1.11120 -0.10 0.01 -0.08 -0.971
C -9.44858 -1.67857 1.01917 0.14 0.21 0.15 -1.140
H -6.97251 -2.36744 1.81277 -0.04 0.01 -0.01 0.358
H -5.80987 -3.07600 0.71571 0.00 0.03 -0.05 0.344
H -8.55592 -4.30355 1.30451 0.01 0.01 0.06 0.271
H -7.01120 -4.87128 1.95044 0.02 0.00 0.00 0.354
H -7.34246 -4.96145 0.21256 0.04 -0.01 0.01 0.308
H -10.19504 -2.44843 0.82647 0.00 -0.02 0.00 0.284
H -9.95400 -0.72340 1.13241 -0.07 -0.02 -0.10 0.312
H -8.93745 -1.90461 1.95110 -0.01 -0.10 -0.03 0.370
O 3.00891 1.61590 -6.44216 -0.02 -0.01 -0.06 -0.602
C 3.83922 2.08431 -5.70776 -0.09 0.11 0.15 0.754
O 4.43031 1.29087 -4.80489 0.08 -0.13 -0.12 -0.364
C 5.56932 1.70987 -4.03147 0.13 0.11 0.19 -0.626
C 5.18919 2.48670 -2.79203 -0.23 0.06 -0.15 -0.606
C 4.17343 3.55961 -5.73238 0.21 -0.02 -0.21 -0.915
H 6.26551 2.26197 -4.66698 -0.03 0.00 -0.03 0.403
H 6.06363 0.77986 -3.75580 -0.06 -0.05 -0.02 0.326
H 4.67663 3.41626 -3.04358 0.07 0.04 0.02 0.204
H 6.07386 2.73263 -2.20662 -0.01 -0.04 0.06 0.364
H 4.52016 1.90942 -2.15817 0.08 -0.04 0.07 0.159
H 3.46039 4.08280 -5.09660 0.01 0.00 0.04 0.231
H 4.05824 3.91213 -6.75442 -0.13 -0.01 0.01 0.311
H 5.17968 3.79677 -5.39940 -0.04 0.01 0.11 0.329
O 3.82567 -7.01635 4.92751 0.23 -0.09 0.27 -0.626
C 4.52594 -6.09215 5.24846 -0.19 0.26 -0.08 0.764
O 5.37302 -6.25936 6.28121 0.10 -0.15 -0.02 -0.380
C 6.36696 -5.28828 6.62569 0.08 0.14 0.07 -0.423
C 5.82022 -4.20674 7.53313 -0.13 -0.03 -0.01 -0.934
C 4.41472 -4.74455 4.57361 0.26 -0.11 -0.17 -0.615
H 6.82708 -4.87560 5.72757 -0.04 0.01 -0.01 0.382
H 7.13749 -5.85777 7.14283 -0.03 -0.05 0.00 0.300
H 5.03553 -3.63032 7.04412 0.05 0.04 -0.03 0.274
H 6.61604 -3.52180 7.82613 0.01 0.00 0.00 0.341
H 5.39341 -4.65231 8.43173 0.04 -0.01 0.02 0.294
H 3.61689 -4.18074 5.05655 0.00 0.02 0.01 0.235
H 4.13945 -4.90132 3.53314 -0.13 0.00 0.04 -0.029
H 5.32597 -4.15356 4.59463 -0.05 0.05 0.08 0.319
```
Forces are in eV/Å.

Values from the calculation:
Molecular weight in g mol⁻¹: 819.7
Spin multiplicity: 1
Highest occupied orbital energy in eV: -4.502
Total charge: -1